[1]
Formula: C4H4ClF2N2
Source: the Open Molecules 2025 dataset
Level of theory: ωB97M-V/def2-TZVPD

Last column: natural (NBO) charge in e.
Geometry (Å):
F1 -0.24236 -2.35361 -0.24693  -0.25
C1 0.74228 0.95841 -0.74549  -0.11
H1 0.83028 0.96160 -1.85187  0.28
H2 -1.93520 -0.96136 -0.60195  0.44
F2 1.48343 0.59739 1.40746  -0.30
C2 1.72166 0.49616 0.07646  0.28
Cl1 3.14115 -0.13230 -0.45055  0.19
N1 -1.39162 -0.58111 0.11328  -0.55
H3 -2.31785 1.31294 0.60432  0.25
C3 -1.40062 0.81357 0.23519  0.29
H4 0.03190 -1.28677 1.42830  0.23
N2 -0.40911 1.41080 -0.32848  -0.31
C4 -0.25394 -1.23574 0.36025  0.55

Results
- charge = +1
- SMILES string = F/C=[NH+]/C=N\C=C(/F)Cl
- relative energy (zero: lowest compared OMol25 entry of this formula, charge and spin) (kcal/mol) = 44.0
- orbital gap (alpha / beta) (eV) = 7.9 / 7.9

=====

[2]
Formula: C4H4ClF3
Source: the Open Molecules 2025 dataset
Level of theory: ωB97M-V/def2-TZVPD

Last column: natural (NBO) charge in e.
Geometry (Å):
F1 2.90467 -0.16208 -0.35645  -0.34
F2 1.85084 -0.06367 1.47434  -0.31
H1 -1.57323 -0.62545 1.54296  0.20
F3 0.67756 -2.10939 -0.28539  -0.32
Cl1 1.27168 1.78896 -0.09620  -0.07
H2 0.51524 -0.44868 -1.54220  0.19
H3 -2.76813 1.20692 0.31532  0.21
C1 -1.27819 -0.20655 0.61711  -0.12
C2 0.54411 -0.80511 -0.53044  0.18
H4 -1.79478 0.83822 -1.13242  0.20
C3 1.64302 0.03855 0.16483  0.62
C4 -1.99280 0.54828 -0.17146  -0.44

Results
- charge = 0
- relative energy (zero: lowest compared OMol25 entry of this formula, charge and spin) (kcal/mol) = 80.1
- orbital gap (eV) = 10.2

=====

[3]
Formula: C4H4ClN
Source: the Open Molecules 2025 dataset
Level of theory: ωB97M-V/def2-TZVPD

Last column: natural (NBO) charge in e.
Geometry (Å):
H1 2.17822 -0.80942 1.72221  0.22
C1 -1.06282 -0.36792 0.52671  0.21
N1 -0.79346 -0.64157 1.80873  -0.24
H2 2.19502 0.16491 0.10842  0.22
H3 -1.91062 1.01778 -0.86940  0.25
C2 -2.07279 0.11701 -0.42256  -0.40
C3 1.59823 -0.22484 0.89354  -0.55
Cl1 -3.69128 0.44749 0.42006  -0.08
C4 0.29893 -0.33308 0.92091  0.11
H4 -2.33393 -0.63278 -1.19721  0.26

Results
- charge = 0
- SMILES string = C=C1N=C1CCl
- relative energy (zero: lowest compared OMol25 entry of this formula, charge and spin) (kcal/mol) = 77.4
- orbital gap (eV) = 9.2

=====

[4]
Formula: C4H4ClN3
Source: the Open Molecules 2025 dataset
Level of theory: ωB97M-V/def2-TZVPD

Last column: natural (NBO) charge in e.
Geometry (Å):
C1 0.00690 0.47807 -1.68268  0.11
C2 0.50201 2.42793 -0.35850  0.19
H1 -0.43660 -2.91842 0.08781  0.25
N1 0.07678 0.30808 0.61493  -0.38
C3 -0.26430 -2.06773 0.70567  -0.66
N2 0.10155 1.20739 -0.40905  -0.22
N3 -0.14169 -0.74013 -1.39646  -0.58
H2 -1.35572 -1.86561 1.15089  0.24
H3 0.30551 2.97420 -1.24990  0.24
H4 0.36012 -2.26001 1.54048  0.25
Cl1 1.01847 3.27103 1.01532  0.12
C4 -0.17305 -0.81478 -0.01851  0.44

Results
- charge = 0
- relative energy (zero: lowest compared OMol25 entry of this formula, charge and spin) (kcal/mol) = 109.5
- orbital gap (eV) = 7.0

=====

[5]
Formula: C4H4ClNO
Source: the Open Molecules 2025 dataset
Level of theory: ωB97M-V/def2-TZVPD

Last column: natural (NBO) charge in e.
Geometry (Å):
C1 -0.22904 -1.04143 -0.87224  -0.07
C2 -0.13247 0.69898 0.02768  -0.05
H1 0.34296 1.83821 -0.14628  0.29
N1 -1.13595 2.12377 1.93517  -0.25
Cl1 2.40627 -0.37841 -0.19055  0.00
O1 -0.76194 0.24185 -1.33001  -0.51
C3 0.70466 -0.48341 0.27161  -0.29
H2 0.44758 -1.59641 -1.76661  0.23
C4 -0.94033 1.19110 1.12966  0.21
H3 0.45889 -0.96973 1.16769  0.23
H4 -1.16063 -1.62453 -0.22613  0.19

Results
- charge = 0
- relative energy (zero: lowest compared OMol25 entry of this formula, charge and spin) (kcal/mol) = 99.8
- orbital gap (eV) = 10.6

=====

[6]
Formula: C4H4ClNO
Source: the Open Molecules 2025 dataset
Level of theory: ωB97M-V/def2-TZVPD

Last column: natural (NBO) charge in e.
Geometry (Å):
O1 0.51348 -0.61655 -0.73910  -0.52
N1 0.70170 -2.75564 1.65824  -0.24
H1 0.13690 1.72334 0.42681  0.22
H2 -0.28660 1.43519 -1.49324  0.20
H3 -1.71957 0.15461 -1.19216  0.24
H4 -0.16043 -0.24172 -2.77020  0.26
Cl1 0.10657 1.07622 2.71945  0.09
C1 -0.54271 0.22167 -1.70295  -0.31
C2 0.15490 0.90457 1.09422  -0.30
C3 0.37587 -0.39506 0.58771  0.17
C4 0.71989 -1.50661 1.41122  0.21

Results
- charge = 0
- SMILES string = CO/C(C#N)=C/Cl
- relative energy (zero: lowest compared OMol25 entry of this formula, charge and spin) (kcal/mol) = 106.2
- orbital gap (eV) = 8.6

=====

[7]
Formula: C4H4ClNO2
Source: the Open Molecules 2025 dataset
Level of theory: ωB97M-V/def2-TZVPD

Last column: natural (NBO) charge in e.
Geometry (Å):
H1 0.81195 -2.20066 -1.22760  0.25
H2 -1.47792 3.10763 0.49093  0.51
H3 2.09972 -0.83536 -1.12341  0.25
C1 -0.94983 -0.48019 0.44089  0.06
C2 -0.51624 1.54571 0.29822  0.77
O1 0.60042 0.94560 -0.03238  -0.41
H4 1.75808 -1.99436 0.23689  0.23
C3 0.31222 -0.43587 -0.05906  0.20
N1 -1.46624 0.76289 0.64097  -0.55
C4 1.28785 -1.40927 -0.60926  -0.67
Cl1 -1.89072 -1.89735 0.71886  0.03
O2 -0.56929 2.89123 0.22496  -0.64

Results
- charge = 0
- SMILES string = Cc1oc(O)nc1Cl
- relative energy (zero: lowest compared OMol25 entry of this formula, charge and spin) (kcal/mol) = 3.5
- orbital gap (eV) = 9.4

=====

[8]
Formula: C4H4ClNOS
Source: the Open Molecules 2025 dataset
Level of theory: ωB97M-V/def2-TZVPD

Last column: natural (NBO) charge in e.
Geometry (Å):
H1 1.32824 2.10037 0.06232  0.24
N1 0.56157 -1.14150 -0.18429  -0.55
O1 -1.42262 1.78205 0.07947  -0.74
S1 -2.48428 -1.17509 0.09496  -0.05
C1 0.98702 1.04762 -0.17736  -0.31
C2 -0.46472 0.76217 -0.34254  0.21
Cl1 3.20594 -0.60863 0.15721  0.04
H2 -2.28410 -2.55834 0.66826  0.16
C3 -0.65240 -0.58628 -0.29010  0.01
H3 -1.16311 2.76598 0.87616  0.50
H4 0.81692 -2.17675 -0.80054  0.42
C4 1.57154 -0.21160 -0.14355  0.07

Results
- charge = 0
- relative energy (zero: lowest compared OMol25 entry of this formula, charge and spin) (kcal/mol) = 100.8
- orbital gap (eV) = 8.1

=====

[9]
Formula: C4H4ClNS
Source: the Open Molecules 2025 dataset
Level of theory: ωB97M-V/def2-TZVPD

Last column: natural (NBO) charge in e.
Geometry (Å):
C1 -0.24411 1.39837 -0.80735  0.04
H1 1.28241 -1.83504 0.48832  0.25
Cl1 -2.71192 0.04740 -0.74711  0.02
C2 -1.06342 0.20926 -0.26032  -0.11
H2 -0.79596 2.23894 -1.20140  0.20
S1 2.02073 0.32712 -0.17993  0.51
H3 1.09787 -0.56019 1.81609  0.23
C3 -0.46322 -0.84698 0.41795  -0.17
N1 1.02516 1.49036 -0.77304  -0.54
C4 0.98704 -0.77913 0.73240  -0.65
H4 -1.13457 -1.69011 0.51440  0.23

Results
- charge = 0
- SMILES string = ClC1=CCSN=C1
- relative energy (zero: lowest compared OMol25 entry of this formula, charge and spin) (kcal/mol) = 32.0
- orbital gap (eV) = 8.5

=====

[10]
Formula: C4H4ClO3
Source: the Open Molecules 2025 dataset
Level of theory: ωB97M-V/def2-TZVPD

Last column: natural (NBO) charge in e.
Geometry (Å):
H1 1.36998 0.91170 -2.10771  0.20
H2 0.52265 2.40947 -1.59033  0.20
O1 -1.48833 -1.54821 2.15455  -0.73
C1 -1.16036 -2.06210 1.10663  0.95
C2 0.63982 0.78973 -0.05035  -0.21
C3 -0.02839 -0.13235 0.62756  0.19
O2 -0.81735 -0.95377 0.06370  -0.56
C4 0.54231 1.28564 -1.48282  -0.64
Cl1 1.67184 1.76049 0.92684  -0.08
O3 -1.07789 -3.25697 0.74110  -0.73
H3 0.24248 -0.33993 1.63641  0.19
H4 -0.41674 1.13631 -2.02559  0.22

Results
- charge = -1
- SMILES string = C/C(Cl)=C\OC(=O)[O-]
- relative energy (zero: lowest compared OMol25 entry of this formula, charge and spin) (kcal/mol) = 0.0
- orbital gap (eV) = 7.7

=====

[11]
Formula: C4H4F2
Source: the Open Molecules 2025 dataset
Level of theory: ωB97M-V/def2-TZVPD

Last column: natural (NBO) charge in e.
Geometry (Å):
H1 -2.42321 0.94581 -0.64846  0.24
H2 -2.54243 -0.11710 0.77814  0.24
F1 2.49168 1.14639 -0.30794  -0.33
C1 -0.61772 0.02050 -0.07738  0.09
C2 2.01701 0.01537 0.26583  0.52
H3 -2.34913 -0.82083 -0.85803  0.24
C3 -2.07406 -0.01194 -0.17795  -0.69
C4 0.57509 -0.02372 0.04066  -0.15
F2 2.61686 -1.06200 -0.33538  -0.34
H4 2.30592 -0.09249 1.32052  0.16

Results
- charge = 0
- SMILES string = CC#CC(F)F
- relative energy (zero: lowest compared OMol25 entry of this formula, charge and spin) (kcal/mol) = 12.4
- orbital gap (eV) = 11.4

=====

[12]
Formula: C4H4F2N2
Source: the Open Molecules 2025 dataset
Level of theory: ωB97M-V/def2-TZVPD

Last column: natural (NBO) charge in e.
Geometry (Å):
H1 0.40293 -1.95308 0.16281  0.43
F1 0.72720 0.64325 -2.44237  -0.34
N1 -0.22760 1.15033 0.44677  -0.39
C1 0.34149 -0.60210 1.63471  -0.08
H2 0.56187 1.59684 2.37379  0.23
C2 -0.21912 0.10841 -0.34421  0.19
H3 0.60774 -1.50567 2.31900  0.22
H4 -0.73124 -0.64156 -2.33831  0.14
N2 0.06590 -1.01931 0.39735  -0.50
C3 0.18818 0.75988 1.64658  -0.10
C4 -0.39423 0.24826 -1.78208  0.54
F2 -1.32314 1.21475 -2.07404  -0.33

Results
- charge = 0
- SMILES string = FC(F)c1ncc[nH]1
- relative energy (zero: lowest compared OMol25 entry of this formula, charge and spin) (kcal/mol) = 13.6
- orbital gap (eV) = 9.9